{
  "formula": "C5H12N2",
  "method": "ωB97M-V with the def2-TZVPD basis set",
  "elements": ["N", "N", "C", "C", "C", "C", "C", "H", "H", "H", "H", "H", "H", "H", "H", "H", "H", "H", "H"],
  "coordinates": [[1.66500, -0.31942, 0.24911], [-1.83118, -0.07703, -0.60998], [-1.15421, -0.33008, 0.59010], [-0.35609, 2.07657, 0.85821], [0.93514, -1.32080, -0.44055], [1.06783, -1.49090, -1.77433], [-0.51178, 0.65329, 1.30063], [0.52124, 2.53040, 1.31940], [-1.25011, 0.29292, -1.35342], [-1.22231, 2.66942, 1.16154], [1.92800, 0.46180, -0.33731], [0.74693, -2.39377, -2.26379], [-0.28170, 2.13626, -0.22747], [1.75335, -0.40145, 1.25499], [-0.31097, 0.45995, 2.34597], [1.42297, -0.69782, -2.41497], [0.74331, -2.19064, 0.17711], [-1.51819, -1.19326, 1.13816], [-2.34725, -0.86545, -0.97340]],
  "e_above_lowest_kcal_mol": 66.5,
  "e_tot_ha": -307.12333,
  "homo_ha": -0.2626,
  "orbital_gap_ev": 8.21,
  "smiles": "C/C=C\\N.C=CN"
}